{
  "formula": "C44H78O31S4",
  "method": "ωB97M-V with the def2-TZVPD basis set",
  "relative_energy_kcal_mol": 0.0,
  "e_lumo_ev": -0.18,
  "orbital_gap_ev": 8.295,
  "spin_multiplicity": 1,
  "symbols": ["C", "C", "C", "O", "C", "O", "O", "H", "H", "H", "H", "H", "H", "C", "C", "C", "O", "C", "O", "O", "H", "H", "H", "H", "H", "H", "C", "C", "C", "O", "C", "O", "O", "H", "H", "H", "H", "H", "H", "C", "C", "C", "O", "C", "O", "O", "H", "H", "H", "H", "H", "H", "C", "C", "C", "O", "C", "O", "O", "H", "H", "H", "H", "H", "H", "C", "C", "C", "O", "C", "O", "O", "H", "H", "H", "H", "H", "H", "C", "C", "C", "O", "C", "O", "O", "H", "H", "H", "H", "H", "H", "C", "C", "C", "O", "C", "O", "O", "H", "H", "H", "H", "H", "H", "C", "C", "C", "O", "C", "O", "O", "H", "H", "H", "H", "H", "H", "C", "S", "O", "C", "H", "H", "H", "H", "H", "H", "C", "S", "O", "C", "H", "H", "H", "H", "H", "H", "C", "S", "O", "C", "H", "H", "H", "H", "H", "H", "C", "S", "O", "C", "H", "H", "H", "H", "H", "H"],
  "xyz": [[3.10853, -0.34250, -19.78895], [3.55741, 0.95580, -19.26773], [3.63902, 1.00852, -17.75711], [4.96869, 1.47701, -17.57144], [5.69722, 1.43550, -18.71561], [6.90760, 1.73865, -18.75786], [4.90151, 1.02207, -19.70100], [3.74060, -1.19773, -19.54992], [2.84823, -0.35561, -20.84734], [2.14332, -0.69824, -19.42849], [3.03142, 1.81293, -19.68815], [3.62013, 0.02811, -17.28115], [2.85143, 1.63608, -17.34002], [-2.30712, 2.23617, -12.30488], [-1.60878, 1.47942, -13.48231], [-2.17588, 1.67316, -14.89453], [-1.05428, 1.84969, -15.69844], [0.02174, 2.11806, -14.94351], [1.12030, 2.41893, -15.35192], [-0.31946, 2.01315, -13.66011], [-3.31486, 1.86073, -12.12709], [-2.17803, 3.29156, -12.54484], [-1.73380, 2.06597, -11.39360], [-1.53186, 0.43339, -13.18561], [-2.81396, 2.55263, -14.98119], [-2.76987, 0.82074, -15.22416], [8.74586, 0.21964, -20.96450], [8.70716, -0.12750, -22.42159], [10.15361, -0.40797, -23.04800], [10.20577, -1.74179, -23.39541], [8.96998, -2.26313, -23.19823], [8.65430, -3.41677, -23.52138], [8.12412, -1.36609, -22.60003], [9.10738, 1.22912, -20.76868], [9.49186, -0.35705, -20.41768], [7.84421, 0.09125, -20.36564], [8.17681, 0.62117, -23.01009], [10.96542, -0.20392, -22.34984], [10.31131, 0.21043, -23.93164], [-2.47724, 0.98826, -21.13219], [-1.66948, 2.32064, -21.04785], [-2.22698, 3.39985, -20.15324], [-1.33001, 3.34719, -19.10118], [-0.21707, 2.75582, -19.50913], [0.87793, 2.77365, -18.90408], [-0.35922, 2.15912, -20.69927], [-3.44761, 1.18941, -21.58610], [-2.71866, 0.49184, -20.19230], [-1.96265, 0.25499, -21.75317], [-1.67682, 2.62473, -22.09455], [-3.30997, 3.30604, -20.07290], [-2.12939, 4.38799, -20.60286], [4.22728, 6.50207, -24.66923], [3.52705, 5.85850, -23.44701], [3.02197, 4.46799, -23.76740], [3.31569, 3.73453, -22.63700], [4.20222, 4.44786, -21.80672], [4.67203, 4.09138, -20.71833], [4.50895, 5.57100, -22.44891], [4.96536, 5.82639, -25.10144], [4.84388, 7.33443, -24.32999], [3.43634, 6.82911, -25.34418], [2.76635, 6.51065, -23.01790], [3.54356, 4.06541, -24.63573], [1.94349, 4.42001, -23.91799], [2.21270, -4.40967, -20.14957], [2.24214, -4.43816, -18.64857], [0.83451, -4.84134, -18.05029], [1.16546, -5.88269, -17.23821], [2.50352, -6.30977, -17.38324], [3.01252, -7.19481, -16.75346], [3.13640, -5.45030, -18.19249], [3.17906, -4.20440, -20.61013], [1.52561, -3.65190, -20.52609], [1.87085, -5.30443, -20.66983], [2.47379, -3.45856, -18.23045], [0.18241, -5.18577, -18.85293], [0.44104, -3.96614, -17.53327], [5.50602, -5.15710, -13.58302], [4.35598, -5.07138, -14.52028], [3.03078, -4.68137, -14.05185], [2.59518, -3.80518, -15.03901], [3.65614, -3.34774, -15.75167], [3.62011, -2.33274, -16.48867], [4.68700, -4.09599, -15.46008], [5.19868, -5.96028, -12.91329], [5.74387, -4.22607, -13.06854], [6.41361, -5.37351, -14.14654], [4.30921, -5.98580, -15.11168], [2.98894, -4.17703, -13.08644], [2.45752, -5.60765, -14.01334], [4.80513, -2.75027, -22.97482], [4.23188, -2.59341, -24.39505], [5.21599, -2.88405, -25.52468], [4.55189, -3.75812, -26.36455], [3.37831, -4.19205, -25.77819], [2.59432, -4.97686, -26.36910], [3.25468, -3.65069, -24.56294], [5.17839, -3.73612, -22.69758], [4.05297, -2.45401, -22.24367], [5.55392, -1.97915, -22.79375], [3.74532, -1.62319, -24.49513], [6.11573, -3.34163, -25.11334], [5.45750, -1.92945, -25.99212], [7.09638, -1.64355, -13.52917], [6.71851, -0.21226, -14.04466], [5.26242, -0.13278, -14.19521], [4.88224, 0.75213, -13.11481], [5.88356, 1.15364, -12.39760], [5.88538, 1.77023, -11.32568], [6.99474, 0.63504, -12.96585], [6.49068, -1.87642, -12.65339], [8.11899, -1.70089, -13.15623], [6.92159, -2.41235, -14.28183], [7.06923, 0.13919, -15.01501], [4.71678, -1.07417, -14.13076], [5.09131, 0.24467, -15.20336], [-0.02697, -1.25870, -16.59167], [-0.81477, -1.09946, -18.24593], [-0.15547, -2.14053, -19.15879], [-2.46239, -1.85496, -17.75989], [1.02575, -1.49474, -16.74712], [-0.38228, -2.00875, -15.88508], [-0.04111, -0.32086, -16.03636], [-2.83049, -1.27365, -16.91450], [-2.48255, -2.91954, -17.52679], [-3.13808, -1.73468, -18.60670], [0.37028, -0.62776, -23.01471], [-0.01222, 0.18622, -24.70244], [-1.42597, 0.73741, -24.41168], [1.25977, 1.54975, -24.50975], [1.35021, -1.10486, -23.02938], [-0.37838, -1.41532, -22.92878], [0.37088, 0.02295, -22.14025], [1.05954, 2.34687, -25.22572], [2.20677, 1.03193, -24.66190], [1.21440, 1.96803, -23.50423], [6.95637, 1.10323, -25.40846], [5.18569, 1.38073, -24.97175], [4.52675, 0.14813, -25.64052], [5.28813, 1.11922, -23.13304], [7.54032, 1.88502, -24.92276], [7.12689, 1.21892, -26.47880], [7.34867, 0.12487, -25.13098], [4.26044, 1.09346, -22.77071], [5.74922, 1.94676, -22.59390], [5.62660, 0.16162, -22.73738], [6.60784, 5.46511, -17.39699], [8.12746, 5.47283, -16.35580], [8.81200, 6.79251, -16.76287], [8.95844, 4.07248, -17.24200], [5.87685, 6.21083, -17.08447], [6.05755, 4.55275, -17.16703], [6.88038, 5.63443, -18.43871], [9.91791, 3.86012, -16.77036], [9.16842, 4.22099, -18.30122], [8.42690, 3.12891, -17.11857]],
  "forces_ev_per_angstrom": [[-2.27, -1.89, -0.74], [-0.55, -0.37, -0.21], [0.03, -0.46, -0.24], [1.14, 1.00, 0.59], [2.21, 0.97, 0.85], [-3.83, -1.15, -0.18], [2.21, 0.81, -0.46], [0.54, 0.34, -0.04], [0.71, 0.25, -0.37], [-0.32, 0.43, 0.69], [-0.09, -0.06, 0.10], [-0.33, -0.17, -0.17], [0.45, 0.34, 0.19], [1.24, -0.51, -1.05], [-1.14, 0.37, 0.94], [-1.44, -0.21, 0.82], [0.58, -0.13, -1.31], [1.83, 0.68, -0.52], [-1.82, -0.63, 0.52], [1.20, 0.21, 1.01], [-0.08, 0.42, -0.26], [-0.74, 0.12, 0.16], [0.05, -0.14, -0.05], [0.15, -0.21, -0.31], [0.00, 0.17, 0.16], [0.18, -0.09, -0.12], [0.77, 0.34, 1.29], [2.17, 0.58, 0.00], [-0.05, 2.56, 0.66], [-1.50, -1.19, 0.03], [-1.05, -3.60, -0.90], [0.81, 3.79, 1.15], [-0.47, -2.36, -0.99], [-0.32, 0.30, -0.38], [0.13, -0.55, -0.28], [-0.34, 0.13, -0.63], [-0.03, -0.06, 0.04], [-0.14, 0.12, 0.14], [0.02, -0.01, -0.11], [0.13, 0.20, 0.51], [-3.24, -1.43, -3.29], [-0.35, 0.60, -2.49], [-0.08, 0.06, 2.19], [5.19, -0.23, 2.17], [-3.81, -0.06, -1.71], [1.32, 0.06, 1.34], [0.10, 0.16, -0.24], [0.31, 0.24, 0.41], [0.01, 0.26, -0.10], [0.01, 0.34, -0.07], [0.15, -0.50, 1.41], [0.24, 0.15, -0.23], [-0.17, 0.06, 1.41], [0.98, 0.28, -1.46], [-0.77, 0.62, -0.86], [1.17, -0.84, 3.01], [0.77, -1.57, 1.83], [-1.85, 0.75, -3.77], [0.25, 0.62, 0.70], [-0.46, -0.30, -0.26], [-0.40, 0.36, -0.03], [0.38, 0.00, -0.32], [0.03, 0.03, 0.04], [-0.01, -0.16, -0.07], [0.04, 0.10, -0.20], [0.19, 0.37, -1.20], [-1.80, 0.35, -0.82], [1.50, 1.38, -1.89], [1.51, -2.89, 1.85], [-1.01, 1.06, 0.99], [-0.73, 0.61, -0.76], [0.01, -0.33, 0.36], [0.20, 0.17, 0.28], [-0.02, 0.33, 0.37], [-0.06, -0.50, 0.62], [0.65, -0.21, -0.08], [-0.26, 0.20, 0.09], [-0.28, -0.44, 0.18], [0.05, -0.31, 0.44], [2.18, -1.28, -0.70], [-0.99, -0.92, 1.47], [-1.14, 1.36, -1.40], [-0.87, 3.02, -1.37], [0.13, -3.45, 2.22], [1.21, 2.02, -1.84], [0.78, -0.01, 0.45], [-0.53, -0.01, 0.27], [-0.11, -0.53, 0.10], [-0.16, -0.30, 0.24], [0.16, 0.02, 0.11], [-0.66, 0.39, 0.01], [-0.48, 1.12, -0.03], [0.39, -1.00, 1.41], [0.65, 1.22, 1.39], [-1.64, -1.07, -0.62], [-1.53, -2.30, -2.86], [2.90, 3.02, 2.71], [-0.63, -0.10, -0.50], [0.09, 0.05, -0.44], [-0.41, -0.30, 0.00], [0.50, -0.30, -0.28], [-0.06, -0.17, -0.17], [0.15, -0.14, -0.14], [0.04, -0.28, -0.40], [0.48, 0.63, -0.58], [0.72, -2.47, 0.91], [-1.60, 0.51, -0.29], [-3.17, -0.17, -1.13], [1.79, 0.62, 2.98], [-0.32, -1.47, -3.34], [1.75, 1.45, 0.61], [-0.34, 0.21, -0.06], [0.15, 0.11, -0.37], [0.07, 0.04, -0.10], [1.33, -0.18, 0.48], [0.01, 0.07, 0.41], [-0.90, 0.69, 0.38], [0.55, 0.13, 0.39], [-0.14, -2.55, 0.14], [-0.60, 1.42, 1.05], [0.22, 0.74, -0.40], [0.10, 0.07, -0.36], [-0.52, -0.33, -0.53], [-0.18, 0.22, -0.45], [-0.07, 0.00, 0.00], [0.77, 0.06, 0.11], [0.09, 0.26, -0.04], [0.45, -0.27, -1.22], [-1.37, 1.02, 2.94], [2.10, -0.39, -0.78], [-0.86, -0.67, 0.25], [0.10, -0.11, -0.30], [-0.03, 0.14, 0.03], [-0.38, 0.46, -0.42], [0.10, -0.32, -0.23], [0.14, 0.22, -0.25], [-0.12, -0.14, 0.08], [0.09, 0.73, 0.26], [0.64, -2.73, -0.54], [0.44, 2.11, 1.37], [-0.86, -0.27, 0.04], [0.07, 0.04, 0.15], [-0.55, 0.06, -0.03], [-0.51, -0.09, 0.27], [-0.35, 0.43, -0.34], [0.25, 0.10, -0.34], [0.74, -0.08, -0.71], [-0.16, -0.28, 0.81], [0.41, 1.61, -1.98], [-0.66, -2.08, 0.73], [0.35, -0.25, 0.40], [0.60, 0.53, 0.22], [0.33, -0.48, -0.58], [-0.02, -0.34, 0.10], [0.09, 0.53, 0.26], [-0.40, 0.47, 0.03], [-0.59, 0.25, -0.04]]
}